ORCA calculation (wB97M-V/def2-TZVPD) on a molecular structure, C18H20Br4Cl2N2O3SSiZr at a distorted geometry.

Geometry (Å):
Zr: 0.063 -0.286 0.033
S: 0.598 -0.661 2.556
Br: -5.998 -3.732 0.280
C: 3.281 0.130 2.888
Cl: -1.138 -0.907 -2.702
O: -1.784 0.532 -0.149
H: 5.102 -2.011 5.698
C: -2.388 -1.692 0.189
Cl: 0.461 1.488 -2.051
Br: -4.526 1.754 -0.566
H: 0.390 3.994 3.446
O: -1.065 -1.919 0.287
C: 4.027 1.077 5.627
C: -4.114 -0.051 -0.200
H: 1.671 -2.083 5.042
H: 1.171 -0.469 5.540
C: -2.774 -0.360 -0.049
N: -0.009 2.088 0.971
H: 4.600 -2.570 4.096
C: -3.350 -2.681 0.280
C: 3.214 1.022 0.272
C: 2.011 -1.166 5.526
C: -4.707 -2.366 0.144
H: 3.134 1.337 -0.762
C: -0.399 0.560 -3.333
H: 2.330 -2.308 0.362
H: 4.912 1.544 5.185
C: -5.090 -1.048 -0.096
N: 2.118 0.492 0.814
Si: 3.493 -0.442 4.682
H: -1.175 1.207 -3.717
Br: -2.731 -4.437 0.570
H: 5.319 0.798 2.868
C: 2.127 0.039 2.080
H: 2.613 -2.823 -1.298
H: 1.076 -3.198 -0.510
H: 0.332 0.293 -4.082
H: -1.348 3.967 3.088
C: 4.876 -1.686 4.678
H: 4.264 0.827 6.665
C: 4.399 0.705 2.295
H: -0.264 5.002 2.141
H: 5.793 -1.273 4.248
C: 4.384 1.160 0.977
H: 3.225 1.821 5.636
H: 2.290 -1.398 6.560
C: 1.855 -2.440 -0.615
Br: -6.908 -0.592 -0.294
C: -0.145 2.953 1.705
C: -0.354 4.047 2.654
O: 1.314 -1.221 -1.114
H: 5.257 1.598 0.515

## Properties
ΔE to the lowest compared entry with this formula, charge and spin: 1.228 eV
electronic energy: -353326.56173 eV
total charge: 0
gap between HOMO and LUMO: 7.79 eV
HOMO energy: -0.2822 Eh

---

ORCA calculation (wB97M-V/def2-TZVPD) on a molecular structure, C32H41Cl5IrN5S4SbSi3 at a distorted geometry.

Geometry (Å):
Cl: -2.716 -5.469 -1.095
H: -0.089 1.843 3.893
C: 4.508 -2.644 3.394
C: 0.733 1.842 4.600
H: -2.578 5.276 -1.505
H: 1.878 3.549 1.825
H: 3.868 -2.777 4.260
H: 4.125 2.652 3.882
C: 6.472 2.879 -6.386
H: -2.301 2.389 2.856
S: 2.324 -0.210 -1.125
H: 3.102 4.293 0.806
H: 0.344 2.090 5.581
H: 3.989 -2.544 -0.653
N: -1.519 3.543 -0.805
C: 3.149 -0.133 -2.616
C: 4.997 1.600 0.033
H: 0.838 -2.229 5.008
H: 5.511 3.113 2.917
Cl: -1.730 -4.087 -3.722
Cl: -2.142 -4.131 1.648
H: 5.184 -3.468 0.237
H: 6.262 4.989 -6.658
H: 1.343 -3.608 2.511
N: 0.116 2.473 -2.133
C: 4.300 3.081 -4.680
H: 6.472 0.801 -5.932
N: 4.316 0.706 -4.288
H: 3.628 -0.825 5.672
S: 5.156 -1.247 -5.988
C: 2.586 3.363 1.023
H: 5.316 1.448 3.417
H: 2.019 3.084 0.140
H: 5.274 -1.718 0.206
C: 2.057 -3.756 1.706
C: -1.921 -3.950 -1.029
S: 3.572 -1.606 -3.510
C: -1.680 -3.339 0.198
C: -1.516 -3.314 -2.205
H: 5.118 -1.761 3.560
N: 3.611 0.934 -3.167
H: 0.108 -1.129 6.157
C: -2.160 3.462 2.716
Si: 3.479 -2.494 1.792
H: 1.539 1.792 -3.460
C: -2.337 4.649 -0.673
C: -0.956 -2.051 -2.106
H: -2.315 2.576 -5.174
C: -1.143 2.977 -2.034
N: -2.048 3.748 1.314
H: 5.443 0.616 0.122
C: 3.096 0.117 5.722
H: 0.006 1.672 -5.408
C: 4.779 2.329 3.078
H: 5.802 2.328 -0.003
H: 2.778 0.256 6.750
H: 2.420 -4.777 1.763
C: 0.491 2.048 -3.365
S: -0.428 1.652 0.862
H: -3.020 3.442 -2.945
C: -1.641 2.551 -4.334
Sb: 2.250 -0.146 2.011
Cl: -0.728 -1.406 1.775
H: 5.176 -3.498 3.348
C: -2.035 3.034 -3.101
H: 7.321 2.792 -7.046
C: 0.381 -1.250 5.114
Ir: 0.000 0.560 -1.344
H: 3.468 3.156 -3.998
H: 3.797 0.908 5.486
C: 4.417 -0.596 -4.672
C: 5.982 1.744 -5.766
H: 4.352 5.170 -5.101
H: -3.018 3.994 3.120
C: 4.806 4.210 -5.295
H: 4.472 1.642 -0.915
C: 5.882 4.111 -6.162
H: -0.531 -1.246 4.526
C: 4.590 -2.560 0.249
C: -0.342 2.050 -4.461
Cl: -0.506 -1.163 -3.523
C: 4.874 1.836 -4.931
H: 1.427 2.624 4.310
Si: 3.803 1.962 1.469
H: 1.519 -3.651 0.768
C: -1.333 3.008 0.434
H: -3.265 5.493 1.131
C: -0.715 -1.381 -0.906
C: -1.062 -2.091 0.238
Si: 1.574 0.131 4.573
H: -1.261 3.777 3.249
C: -2.655 4.768 0.635

## Properties
ΔE to the lowest compared entry with this formula, charge and spin: 4.955 eV
electronic energy: -180257.22184 eV
total charge: +1
gap between HOMO and LUMO (spin up / spin down): 3.66 / 3.67 eV
HOMO energy (spin up / spin down): -0.3191 / -0.3188 Eh

---

ORCA calculation (wB97M-V/def2-TZVPD) on a molecular structure, C24H45ClO4P2W at a distorted geometry.

Geometry (Å):
H: -0.011 2.041 -1.482
H: -2.201 -1.307 -2.962
H: -1.077 -4.081 0.464
H: 1.959 2.240 4.364
H: 2.666 -3.324 -0.334
H: 0.454 -4.635 -0.256
C: 1.174 -1.378 -3.713
H: 3.000 -0.641 -2.840
H: -4.122 0.421 -2.574
C: -0.077 -1.646 -2.884
H: -3.108 -2.305 -1.715
H: -2.905 3.477 0.335
H: 2.213 0.467 -3.961
C: -3.622 1.165 -2.040
C: 1.364 0.466 -1.948
H: -0.674 -0.064 -5.071
H: 1.519 -1.759 2.390
C: 4.406 1.673 2.096
C: -2.146 1.453 0.115
P: 0.551 -2.231 0.251
H: -0.416 0.478 2.800
H: 1.939 0.574 -1.025
H: 2.809 4.096 0.653
C: 2.219 3.157 0.645
O: 0.171 -0.939 4.784
H: 1.435 -3.534 2.133
H: 0.016 -2.631 2.634
H: -0.189 -2.710 -2.562
C: -1.274 1.129 2.549
H: -3.540 -2.748 -0.093
H: 2.725 3.729 3.790
H: 4.667 1.256 1.108
H: 1.141 3.384 0.695
H: -1.001 2.324 -3.577
H: -2.043 -2.702 1.689
C: -1.195 -0.866 -3.018
O: 1.920 0.661 1.886
Cl: 1.568 -0.749 5.283
H: -1.945 1.067 3.438
H: 0.991 -1.143 -4.779
C: 0.899 -2.577 2.002
H: 0.415 1.681 -4.366
H: 4.527 0.879 2.838
C: -3.543 -1.930 -0.788
H: -4.642 -1.718 -1.012
H: -3.191 -1.725 2.666
C: 0.268 1.289 -2.235
C: -2.788 0.612 -0.889
O: 1.831 -1.680 6.370
C: 2.049 -0.242 -3.126
H: -1.247 3.299 0.810
C: -0.277 -3.815 -0.231
C: -1.837 0.694 1.249
H: -1.648 3.340 -0.926
O: 1.714 0.665 5.754
C: 2.063 2.899 3.496
C: -1.949 2.945 0.102
H: 2.840 -1.585 0.082
H: -3.052 1.658 -2.768
H: -0.929 2.182 2.579
C: -0.324 1.450 -3.606
C: -2.256 -0.641 1.020
C: 2.232 -2.325 -0.445
H: 1.084 3.360 3.325
H: 2.410 2.633 -0.311
H: 2.211 -2.067 -1.502
H: 5.065 2.527 2.316
H: -1.521 -1.440 2.863
W: -0.641 -0.485 -1.089
H: 1.796 -2.291 -3.769
H: -2.147 0.580 -4.395
P: 2.530 1.999 1.892
C: -2.235 -1.667 2.068
C: -1.141 0.251 -4.116
H: -0.745 -3.771 -1.213
H: -4.331 1.851 -1.624
C: -2.850 -0.698 -0.290

## Properties
electronic energy: -66709.08133 eV
total charge: +2
gap between HOMO and LUMO (spin up / spin down): 6.32 / 5.85 eV
HOMO energy (spin up / spin down): -0.5336 / -0.5414 Eh
2S+1: 3

---

ORCA calculation (wB97M-V/def2-TZVPD) on 5 unconnected molecules or ions with the total composition C40H68N3O12S2 at a distorted geometry.

Geometry (Å):
C: -2.114 -0.149 10.495
C: -1.546 -0.291 13.001
H: -2.129 -2.125 -4.305
O: -0.333 -1.289 3.030
H: 3.402 -0.524 9.254
C: 4.566 2.409 -6.637
H: -1.600 3.419 -0.347
C: -1.535 5.544 0.165
C: -2.299 -2.858 -1.136
H: -1.842 2.055 -2.478
H: -3.972 -0.907 -1.403
C: 0.023 -0.561 2.128
H: 2.389 -2.809 -5.354
C: 2.454 0.919 7.988
H: 3.824 1.479 0.427
C: 3.784 1.372 2.582
H: -2.661 -1.093 10.510
H: 3.297 -0.711 -8.411
H: -5.772 0.865 -0.883
C: -0.776 2.085 -2.732
H: -0.798 5.436 -2.929
H: -2.272 6.270 0.513
O: -3.861 -2.304 2.839
H: -0.919 -1.918 -5.588
H: 0.527 -0.454 -2.927
H: -1.665 4.305 -3.936
H: 3.239 2.871 -4.464
C: -2.409 -1.641 -0.163
H: -0.626 1.748 -3.764
H: 3.170 -1.278 -5.793
H: -2.808 0.679 10.644
H: 4.628 1.539 -7.292
H: -4.355 1.843 -1.469
H: 5.257 3.163 -7.018
C: 3.133 2.995 -6.579
H: 4.002 -2.828 -6.087
H: 3.190 4.076 -6.694
C: -2.206 4.312 -0.483
H: 4.766 1.820 2.667
H: -0.950 5.229 1.033
H: 4.512 0.425 8.247
H: 1.105 -1.214 -0.730
O: -3.278 -2.245 0.814
H: -2.069 -1.241 13.121
C: 0.088 -1.390 -1.085
C: -1.774 -2.512 -5.261
S: 0.945 3.526 -4.960
H: -1.170 -0.520 -2.621
H: 3.758 1.174 9.666
C: -1.312 4.471 -2.907
N: -0.565 -2.892 0.645
O: -2.983 1.356 0.823
C: 1.110 1.038 8.657
H: -1.008 -4.570 -1.944
H: 1.160 1.766 9.466
O: 1.333 -2.945 -7.620
O: 2.606 1.173 6.812
H: 4.130 -2.261 -8.706
H: -2.717 0.974 1.665
H: 0.153 -2.323 -1.651
H: 1.262 -3.790 -0.099
C: 1.815 0.393 3.532
H: -1.635 -0.037 9.525
C: -2.513 4.626 -1.957
H: -2.838 5.668 -1.997
O: 1.253 -3.831 3.107
C: 3.606 0.468 8.849
H: -3.217 -3.435 -1.265
H: -2.600 0.175 -1.456
H: 1.481 -2.518 1.060
C: -3.894 0.477 0.183
C: 2.059 0.587 1.184
H: -0.493 1.426 -0.736
H: -1.896 -2.648 -2.122
O: 0.709 -5.645 1.878
H: 2.593 -1.907 -9.513
H: -0.594 -5.675 -6.079
C: -0.851 -4.647 -6.327
C: -4.848 1.378 -0.613
H: -0.866 6.035 -0.546
H: -5.126 2.184 0.070
H: 0.981 1.457 -1.720
H: -3.363 4.022 -2.294
C: -0.216 -0.300 -2.135
H: 4.942 2.125 -5.651
H: -2.578 -2.430 -5.992
H: 0.009 -5.869 2.508
H: 2.543 2.551 -7.383
N: -0.325 3.461 -2.481
C: -1.365 -3.955 -5.105
O: -1.451 -4.526 -4.032
H: -3.151 4.141 0.039
C: -0.852 -1.521 0.124
O: -0.746 -0.393 0.973
C: 3.159 -1.778 -8.593
H: -4.526 -0.068 0.890
H: -0.925 -3.090 1.584
H: 0.805 0.073 9.053
H: 1.204 0.100 4.373
H: 2.338 1.547 -5.182
H: -0.693 -0.271 13.676
C: 0.903 3.715 -3.172
C: 0.965 -4.315 2.034
C: 1.327 0.152 2.257
S: 2.190 4.183 -2.315
C: 3.280 1.191 1.315
H: 0.044 -4.127 -6.692
C: 2.403 -2.402 -7.450
H: -1.618 -4.652 -7.104
C: -1.459 -3.809 -0.202
C: 0.853 -3.376 0.821
H: 1.706 0.480 0.166
H: 3.398 1.147 4.670
C: 3.025 0.991 3.657
O: 0.113 -0.027 11.322
C: -1.064 -0.144 11.580
C: -3.171 -0.473 -0.793
N: -3.070 -1.820 2.137
C: 2.498 2.629 -5.225
O: -0.785 -4.710 -1.015
H: -2.083 -4.419 0.447
C: 3.036 -2.322 -6.082
H: 0.373 1.372 7.926
C: -0.072 1.160 -1.706
H: -2.216 0.532 13.255

## Properties
electronic energy: -93282.87162 eV
total charge: +1
gap between HOMO and LUMO: 7.62 eV
HOMO energy: -0.3822 Eh

---

ORCA calculation (wB97M-V/def2-TZVPD) on a molecular structure, C20H31CsN6OS4 at a distorted geometry.

Geometry (Å):
N: 3.270 -1.931 -1.351
H: -2.345 -0.139 2.805
S: -1.378 -4.794 4.675
C: -0.731 -4.547 2.993
H: -0.296 4.325 -2.189
C: -3.162 3.980 -1.220
C: -2.349 3.089 -0.534
N: 1.426 2.207 -2.395
H: 4.848 -2.934 -3.049
H: -0.509 -3.996 6.680
C: -1.841 1.964 -2.600
C: 0.963 0.961 -2.196
N: 4.779 -2.973 0.168
H: -3.184 -2.933 3.752
H: 0.816 1.952 -5.126
C: -1.672 2.093 -1.224
S: -0.817 -1.173 4.257
O: -1.041 0.886 0.725
C: -3.323 3.857 -2.594
H: 2.449 3.475 -1.113
N: 3.128 -1.982 1.747
C: 4.360 -2.647 -1.062
H: -2.206 -2.254 5.878
C: -2.476 -0.891 3.586
N: 0.314 0.664 -1.055
C: -1.853 -4.426 1.959
H: 0.538 -3.518 5.362
H: 2.734 -1.508 -0.619
H: -2.808 2.728 -4.350
H: -0.117 -3.648 2.993
H: 5.891 -3.675 -1.876
H: 0.925 2.886 -0.482
Cs: 0.736 -0.743 1.227
H: 0.670 5.258 -1.040
C: 0.720 4.534 -1.855
C: -0.751 1.176 -0.466
H: -3.678 4.766 -0.683
H: 3.012 -1.637 -2.284
H: -3.083 -0.452 4.380
H: -0.093 -5.396 2.745
C: -2.672 2.841 -3.282
C: 1.323 2.858 -4.794
H: 2.843 3.381 -3.339
H: 1.264 5.003 -2.675
C: -0.507 -3.572 5.673
S: -2.374 -2.756 1.509
H: 1.927 3.237 -5.620
N: 5.096 -3.102 -2.092
H: -4.196 -1.877 2.770
S: 1.249 -0.307 -3.330
H: -2.726 -5.002 2.270
C: -3.163 -2.129 3.017
C: -1.128 -2.178 5.728
C: 2.203 2.536 -3.598
H: -1.336 1.169 -3.135
H: -2.225 3.153 0.539
H: 2.841 1.683 -3.824
H: -1.525 -4.855 1.010
H: -3.962 4.547 -3.130
H: -0.719 -1.638 6.584
C: 3.946 -2.467 1.077
C: 1.407 3.264 -1.378
H: 0.571 3.607 -4.549

## Properties
ΔE to the lowest compared entry with this formula, charge and spin: 0.856 eV
electronic energy: -76121.60883 eV
total charge: 0
gap between HOMO and LUMO: 7.75 eV
HOMO energy: -0.2770 Eh

---

ORCA calculation (wB97M-V/def2-TZVPD) on a single C4H6N2OS molecule at a distorted geometry.

Geometry (Å):
C: -1.309 -1.193 0.870
C: 0.004 -1.187 0.608
C: 1.907 1.644 0.104
C: -0.990 -0.239 -1.183
H: 1.041 2.100 -0.214
N: 0.313 -0.547 -0.570
H: -1.845 -1.893 1.588
H: 0.686 -1.655 1.331
O: -1.421 0.032 -2.298
H: -2.933 -0.363 -0.437
H: 2.678 2.188 -0.355
N: -1.935 -0.471 -0.167
H: 1.734 1.646 1.209
S: 2.068 -0.062 -0.487

## Properties
ΔE to the lowest compared entry with this formula, charge and spin: 1.643 eV
electronic energy: -20102.91840 eV
total charge: 0
gap between HOMO and LUMO (spin up / spin down): 6.71 / 4.98 eV
HOMO energy (spin up / spin down): -0.2181 / -0.2829 Eh
2S+1: 3

---

ORCA calculation (wB97M-V/def2-TZVPD) on a single C2H7NOSi molecule at a distorted geometry.

Geometry (Å):
H: 1.083 -0.812 1.387
H: -2.640 0.846 1.073
C: 0.958 0.870 0.074
H: 0.008 -1.351 -1.264
H: -2.009 1.103 -1.332
N: -0.009 -1.427 -0.247
H: 1.974 -1.041 -0.143
H: 1.244 1.236 -0.901
C: 1.078 -0.603 0.313
H: 1.290 1.498 0.883
Si: -1.689 0.629 0.010
O: -1.288 -0.948 0.148

## Properties
ΔE to the lowest compared entry with this formula, charge and spin: 3.958 eV
electronic energy: -13599.49845 eV
total charge: 0
gap between HOMO and LUMO: 8.77 eV
HOMO energy: -0.3113 Eh